Record 1
The following is a DFT calculation (the ωB97M-V functional and the def2-TZVPD basis) of a structure of composition C36H72O18S9 at a distorted geometry.

CARTESIAN COORDINATES (ANGSTROEM)
1 H -0.52457 0.84393 -1.81829
2 C 3.45639 0.02284 0.28508
3 H 0.24305 -4.23085 -3.32960
4 C -0.02506 2.73889 3.14613
5 H -4.33345 0.58137 -3.53328
6 H 3.98245 3.00002 -3.24720
7 C -1.53302 -0.16857 -0.16898
8 H 1.24033 0.06195 -0.60559
9 H 1.48772 2.87655 0.09146
10 H 0.44141 -2.21768 -4.79196
11 H -2.51745 0.23927 0.06050
12 C -5.68848 -1.07814 -3.28692
13 O 2.54907 -4.60352 -3.29855
14 H 0.62815 -1.85539 2.48559
15 C 1.95708 3.73675 -0.38589
16 H 1.88198 3.50881 5.76487
17 H -2.75864 1.88468 -0.66257
18 H 1.56519 -6.75251 -1.61372
19 O -0.12910 -4.78218 3.78614
20 H -0.20688 -5.54235 0.06321
21 H 2.64369 0.39302 -0.33990
22 C -0.68104 0.98841 -0.74929
23 H 4.14946 0.84168 0.47814
24 C 0.10546 -1.07151 4.43036
25 C 2.31392 -3.35769 -0.90363
26 H -1.45198 -4.07257 -3.52055
27 C 0.18695 2.96642 4.74601
28 C 2.90283 -0.46377 1.63765
29 H 1.24643 4.48230 -0.02915
30 S -0.63151 -0.65992 1.37678
31 S 2.84974 -4.85334 -1.89493
32 C 0.35415 -4.97915 -0.68254
33 H -2.68237 -0.87533 -3.00502
34 O -1.50717 -0.54063 2.53572
35 H 3.20348 -3.08426 -0.33616
36 C -1.73295 -1.75412 -4.89606
37 S -0.60578 -2.23058 -2.28793
38 O -3.49200 -0.20920 -0.57075
39 C -2.06643 3.87337 -1.15989
40 H 1.31043 -3.97568 0.92267
41 H -0.76278 2.01255 2.80511
42 S 1.68917 2.73880 2.43586
43 S 3.92678 -1.83736 2.29839
44 O 1.48159 3.41992 1.14235
45 H -4.22715 4.13770 0.98176
46 H -4.97447 2.72598 0.16294
47 H 3.18312 1.56254 -2.80636
48 H -1.52647 -0.98388 -5.63917
49 C -3.05026 4.25967 -2.24088
50 H -2.82832 5.03122 -2.97815
51 H 3.37091 -1.74263 -0.90554
52 H -1.68056 -1.01955 -0.83394
53 O -1.36893 -2.67052 -1.10357
54 O -4.64137 5.91979 -0.89647
55 H -3.27507 3.35888 -2.81197
56 H -5.90602 -2.46657 -1.53510
57 C -0.52141 -3.51689 -3.63615
58 H -0.26677 -4.67984 -1.52693
59 S 1.70244 3.48005 -2.29032
60 H -0.29783 -3.35453 -5.79120
61 H -5.91830 0.92475 -3.96083
62 H 3.23192 3.58287 3.90220
63 C 1.33002 3.93691 4.92810
64 O -5.74553 3.86763 -2.02109
65 H -1.59484 -2.49814 4.02332
66 H -5.37895 1.89326 -1.63276
67 C 2.23496 3.99349 3.74233
68 S 0.38971 -3.72919 4.61341
69 C 0.57026 0.66973 1.34244
70 O 0.03399 -1.89908 0.98402
71 H 4.74158 -3.26875 0.57364
72 H -1.19444 -2.22500 5.59610
73 C -5.64541 0.85066 -1.80621
74 O -5.92259 -0.60515 0.34654
75 H 0.37341 -2.89844 -0.12773
76 O 3.03116 -2.95627 2.47899
77 H -5.10875 -1.27879 -4.18790
78 C 4.77367 -2.18311 0.66562
79 H 3.85965 3.59875 0.84427
80 O 0.87282 -3.99906 5.96612
81 O 2.51856 1.51791 2.52708
82 H 5.79416 -1.82720 0.80715
83 C -1.71528 -1.15460 -3.42318
84 H -1.18347 1.95333 -0.68139
85 C -0.51645 -2.71820 -4.93366
86 H 4.79253 -0.72879 -1.16827
87 H 1.91256 -0.75235 3.26101
88 H 5.03352 2.72816 -1.08470
89 H 0.06586 1.55747 1.72402
90 H 2.04953 -1.01817 1.24702
91 H 1.96282 -6.14947 -0.07332
92 C 3.94885 2.62121 -1.07183
93 H -2.16188 2.86609 0.72177
94 C 1.19549 -1.56599 3.37015
95 C 1.78235 -2.87715 3.77939
96 C 0.75848 0.92390 -0.14410
97 H 2.25692 4.96884 3.25622
98 H 3.77013 4.73951 -0.46276
99 O 0.71591 -1.55302 -2.24103
100 H -0.28208 3.72862 2.76865
101 O 4.80729 -1.24355 3.27880
102 C 1.56662 -5.82789 -1.03650
103 H -1.81390 4.70476 -0.50177
104 C -5.11866 -1.84883 -1.96704
105 C -4.18460 3.47570 0.11685
106 H 2.56892 -2.52700 4.44783
107 H -1.12850 3.47487 -1.54668
108 C 3.44014 3.74870 -0.15053
109 C -0.70263 -2.34775 4.63114
110 H -4.13909 -2.32459 -2.01379
111 C 4.14186 -1.15641 -0.40546
112 H -1.23899 -0.17650 -3.49064
113 H 1.45555 0.34908 1.89157
114 H -6.77471 -1.13125 -3.36042
115 C 1.05043 -3.75255 -0.11210
116 H 1.06075 4.98137 5.08525
117 S -4.64936 4.54260 -1.29331
118 H 0.41485 2.03120 5.25740
119 O 1.76043 4.67828 -3.12533
120 C -5.35226 0.40207 -3.18979
121 H 2.25846 -3.48418 3.00936
122 H -0.66651 3.49300 5.17311
123 H -0.47914 -0.24891 4.01843
124 H 2.65182 0.06224 2.55874
125 H 1.30647 1.82038 -0.43415
126 H 0.66693 -0.60804 5.24158
127 H -6.68908 0.91440 -1.49834
128 C -2.74957 2.86984 -0.19623
129 O 4.21279 -5.39156 -1.46581
130 H 2.35928 -2.53648 -1.61894
131 H -2.68620 -2.26787 -5.02045
132 C 3.33064 2.59057 -2.47546
133 O 0.56650 2.48847 -2.39820
134 S -4.93807 -0.47455 -0.75192
135 H 3.90059 1.62655 -0.62865

Values from the calculation:
Total energy in eV: -172837.3502
Energy relative to the best compared isomer or geometry (same formula, charge and spin) in kcal per mole: 707.77
HOMO level in eV: -7.20
Largest force on an atom in eV Å⁻¹: 15.965
Charge: 0
Lowest unoccupied orbital energy in eV: -0.5

Mulliken atomic charge list, values in e, 99 entries: H 0.4949; C 0.7694; H 0.4777; C -1.0083; H 0.0539; H 0.4747; C 1.5176; H 0.3412; H 1.1540; H 0.2919; H 0.8364; C -0.7403; O -0.6209; H -0.5718; C -0.5043; H 0.3389; H -0.2195; H 0.5895; O -0.6890; H 0.3665; H -0.0272; C -1.0030; H 1.0595; C -0.7952; C 1.5134; H 0.3514; C -0.4555; C -1.1857; H 0.7303; S 1.7997; S 1.1553; C -0.2350; H -0.7260; O -1.0497; H -1.0794; C -0.6047; S 1.5096; O -0.6213; C 0.1183; H 0.2548; H 0.4532; S 1.4831; S 1.5737; O -0.6862; H 0.4952; H 0.4524; H 0.4270; H 0.3919; C -0.6986; H 0.5479; H -1.1077; H -2.2330; O -0.7445; O -0.6848; H 0.2386; H 0.5790; C -0.8152; H 0.0144; S 0.9431; H 0.4847; H 0.7437; H 0.4628; C -0.5589; O -0.6680; H 0.3341; H -0.8140; C -0.9243; S 1.1831; C -0.2069; O -1.7991; H 0.5425; H 0.6952; C 0.2953; O -0.8301; H -0.3634; O -0.5469; H 0.3071; C -1.2150; H 0.3598; O -0.7801; O -0.6432; H 0.4991; C 0.3980; H -1.2418; C -0.9289; H 0.7909; H -0.0337; H 0.6748; H -0.5554; H -0.2982; H 0.3957; C 0.6754; H -0.2664; C 1.8764; C -1.2111; C 0.2274; H 0.3517; H 0.4799; O -0.7791

***

Record 2
The following is a DFT calculation (the ωB97M-V functional and the def2-TZVPD basis) of a cluster of 9 separate species, C36H72O9 in total at a distorted geometry.

CARTESIAN COORDINATES (ANGSTROEM)
1 H -32.01357 -14.82461 25.92770
2 H -24.69016 -14.57019 28.11175
3 H -27.30577 -10.93226 23.96159
4 C -27.85949 -20.45884 22.38203
5 H -29.23779 -9.92220 24.41090
6 C -31.70248 -20.15901 26.23303
7 H -35.42535 -15.42416 24.18284
8 C -30.97898 -19.97329 28.55297
9 C -38.15406 -15.18039 22.90966
10 H -27.85691 -20.18743 20.22304
11 H -32.26906 -19.55273 25.69503
12 H -27.37018 -15.89707 26.18672
13 H -26.30483 -14.21035 27.57914
14 O -32.65693 -14.49763 18.11257
15 H -26.51936 -10.49092 26.64378
16 H -26.88583 -15.85434 29.22981
17 H -33.83216 -17.92356 23.12406
18 C -30.86911 -15.36667 22.96151
19 C -32.21901 -14.61384 23.11042
20 H -26.30045 -12.73974 25.29646
21 C -29.96533 -13.43773 28.00091
22 O -25.31470 -15.52752 26.53435
23 H -26.00191 -18.08141 27.41449
24 C -28.45680 -19.70668 21.18307
25 H -31.08676 -13.06256 29.69265
26 H -30.90598 -16.23729 22.27533
27 C -33.52202 -19.72100 20.88637
28 C -30.17963 -15.55130 28.99878
29 O -32.85520 -15.32718 24.06962
30 H -32.05133 -13.65402 23.32340
31 H -29.44236 -19.92863 21.01203
32 H -29.71964 -19.76254 25.52648
33 C -31.57916 -14.98840 29.13464
34 H -31.61687 -21.18746 25.78390
35 C -29.18956 -10.91746 24.96061
36 C -31.30467 -13.56069 28.83331
37 O -29.85991 -20.03755 27.54431
38 H -33.84665 -19.27794 19.96137
39 C -27.43258 -11.40860 26.48152
40 H -32.31610 -15.18442 28.49198
41 H -38.42199 -15.77381 22.14348
42 C -31.99606 -15.57200 25.12083
43 H -33.72281 -19.45280 24.04057
44 C -35.92160 -15.27589 23.35975
45 H -30.68795 -20.90649 29.30244
46 C -34.46591 -19.44509 22.12043
47 H -27.86002 -19.51398 24.26542
48 H -26.93227 -21.09461 21.93652
49 H -35.60681 -16.15831 22.94646
50 H -32.51108 -21.41503 27.79088
51 C -27.45622 -19.30966 23.32410
52 H -35.61409 -13.15711 23.17291
53 H -32.86375 -14.61780 22.32060
54 H -29.22572 -17.77594 21.27392
55 C -32.01276 -15.51878 18.88612
56 H -31.98049 -15.14028 29.99693
57 C -30.36973 -19.39845 26.41323
58 H -30.34418 -18.39883 26.32859
59 C -30.53071 -15.34986 18.70918
60 H -37.93722 -13.50506 21.58148
61 H -32.41510 -16.54584 25.42315
62 C -36.13089 -13.90382 22.68280
63 H -31.38574 -18.56576 23.09491
64 H -27.49055 -11.81657 27.47431
65 H -27.60561 -17.45814 27.53884
66 H -26.08770 -17.01019 25.20950
67 H -26.35953 -19.08082 23.16875
68 H -37.84940 -13.02605 23.35288
69 C -31.74300 -13.52333 17.75441
70 O -28.79070 -10.71636 26.29474
71 H -27.39975 -17.87422 21.18903
72 C -33.60402 -18.96807 23.17393
73 H -29.64782 -13.98532 17.58050
74 C -26.19307 -16.29681 28.56370
75 O -29.47767 -14.72495 28.03023
76 H -31.10468 -19.01121 29.08815
77 H -30.12875 -16.54376 28.70622
78 H -30.05918 -11.54478 24.97928
79 H -28.65461 -21.02091 22.90577
80 H -29.61888 -15.43086 29.88856
81 C -30.53072 -14.39451 17.44708
82 H -28.46936 -12.16765 23.54330
83 H -28.08022 -13.28025 25.61314
84 H -29.96806 -14.90702 19.64468
85 H -32.38440 -16.54222 18.55939
86 H -32.30097 -20.24203 22.99522
87 C -27.38147 -12.43833 25.42236
88 H -30.03094 -13.17828 26.88541
89 C -32.24099 -19.23601 22.71056
90 H -30.74246 -14.79749 16.42425
91 H -34.82961 -20.41959 22.38685
92 C -25.70669 -14.98046 27.85181
93 H -30.30625 -16.75781 24.67549
94 H -29.80808 -14.99643 24.80073
95 H -32.15099 -12.90393 16.99882
96 H -25.43817 -16.52239 29.29483
97 C -32.18051 -20.41203 27.66779
98 H -30.06659 -14.73179 22.38074
99 H -31.93755 -15.51269 19.94684
100 H -35.80259 -13.71143 21.54996
101 H -33.20446 -19.86225 27.67672
102 H -33.25616 -20.72690 20.68038
103 C -37.69460 -13.81667 22.63469
104 O -28.26350 -18.22549 22.88667
105 H -35.18379 -18.81510 21.90998
106 C -30.56514 -15.70412 24.46320
107 H -31.47384 -12.93680 18.61483
108 O -37.28933 -15.73052 23.80681
109 H -29.88978 -16.25981 18.42789
110 C -28.28634 -18.23369 21.49687
111 H -29.17364 -12.95874 28.51927
112 H -39.17235 -15.09770 23.33561
113 C -26.59643 -17.18662 27.37933
114 C -27.98069 -11.67343 24.34687
115 H -32.30989 -12.96170 28.34966
116 O -32.34035 -19.11715 21.29205
117 C -26.31992 -16.43531 26.18735

Values from the calculation:
Total energy in eV: -56910.0168
Energy relative to the best compared isomer or geometry (same formula, charge and spin) in kcal per mole: 312.46
HOMO level in eV: -9.24
SMILES: C1CCOC1.C1CCOC1.C1CCOC1.C1CCOC1.C1CCOC1.C1CCOC1.C1CCOC1.C1CCOC1.C1CCOC1
Largest force on an atom in eV Å⁻¹: 7.466
Charge: 0
Lowest unoccupied orbital energy in eV: 0.6

Mulliken atomic charge list, values in e, 99 entries: H -0.0827; H 0.2617; H 0.3815; C -0.3307; H 0.3096; C 0.2712; H 0.6963; C -0.2192; C -0.7310; H 0.2754; H -0.3592; H -0.2407; H -0.2835; O -0.4611; H 0.1571; H 0.1478; H -0.6837; C 0.2872; C -1.0499; H 0.4408; C 0.5869; O -0.5408; H 0.3622; C -0.4519; H 0.4449; H -0.4163; C -0.5358; C -0.3721; O -0.3612; H 0.4277; H 0.1847; H -0.3968; C -0.9494; H 0.3489; C -0.3171; C -0.7057; O -0.5072; H 0.2865; C -0.5286; H 0.2764; H 0.4000; C -0.3331; H 0.8438; C -0.8065; H 0.3161; C -0.9690; H 0.2515; H 0.2928; H 0.2927; H 0.3070; C -0.5000; H 0.4443; H 0.5863; H -0.3140; C 0.3547; H 0.6816; C 0.4065; H 0.0743; C -0.2023; H 0.2646; H 0.2339; C -0.4752; H -0.2306; H 0.2731; H -0.1126; H 0.0854; H 0.3124; H 0.2374; C -0.4460; O -0.4415; H 0.6004; C 0.1068; H 0.4905; C -0.4603; O -0.1352; H 0.1010; H 0.0191; H 0.2300; H 0.1547; H 0.4399; C -0.8143; H 0.3487; H -0.7206; H 0.1210; H 0.2218; H 0.4795; C 0.8153; H -0.4731; C 0.1708; H 0.2445; H 0.3200; C 0.0736; H -0.5228; H -0.5920; H 0.3617; H 0.3221; C -0.7617; H 0.1999; H -0.3110